C23H49LuN4P3Se | wB97M-V/def2-TZVPD

```
81
Properties=species:S:1:pos:R:3:forces:R:3
Lu -0.0674 0.1428 -0.1751 0.734 1.550 0.688
P 1.4260 2.5786 0.6856 0.824 0.929 0.555
P -1.6602 0.4322 2.3352 -0.870 -0.397 1.319
P -1.7080 2.4379 -0.8854 -0.835 0.679 -0.473
H 1.4644 -0.7417 -3.2845 -0.068 0.053 0.321
C 0.7198 -0.0423 -2.8785 0.421 0.659 0.187
C 1.2911 1.0066 -1.9681 0.716 -0.077 -1.811
H 2.3592 0.8604 -1.7796 -0.218 -0.007 0.356
C 3.1559 2.4130 1.3055 0.109 -0.393 -0.086
C 0.7603 3.5402 2.1116 -0.393 -0.266 0.000
C 1.7479 3.9111 -0.5456 -0.236 -0.272 -0.272
C -3.1042 -0.7182 2.4139 0.254 -0.009 -0.501
C -0.8737 -0.0461 3.9311 0.475 -0.028 -0.168
C -2.5124 1.9434 2.9405 0.161 0.414 -0.391
C -1.3977 3.1142 -2.5655 0.148 -0.201 -0.108
C -2.0884 4.0298 -0.0369 0.190 -0.066 0.313
C -3.4187 1.8102 -1.1055 0.097 -0.238 0.045
H 0.1217 0.3418 -3.7259 0.054 -0.063 0.620
H 1.1337 2.0021 -2.3752 -0.255 0.061 0.509
H 3.7554 1.8064 0.6106 -0.035 0.216 0.240
H 3.1803 1.9507 2.3042 0.009 0.240 -0.347
H 3.5971 3.4219 1.3705 -0.172 -0.426 -0.012
H 0.6422 2.8624 2.9695 0.053 0.236 -0.156
H -0.2158 3.9782 1.8728 0.278 -0.074 0.111
H 1.4610 4.3426 2.3867 -0.166 -0.257 -0.162
H 2.2454 3.4694 -1.4170 -0.026 0.253 0.176
H 2.4194 4.6653 -0.1105 -0.305 -0.230 -0.041
H 0.8214 4.3939 -0.8815 0.284 -0.096 0.100
H -3.6140 -0.6357 3.3862 0.240 -0.007 -0.339
H -2.7492 -1.7449 2.2642 -0.213 0.092 0.087
H -3.8044 -0.4648 1.6092 -0.003 -0.138 0.178
H -1.5986 0.0851 4.7494 0.230 -0.064 -0.337
H 0.0013 0.5902 4.1243 -0.196 -0.207 0.086
H -0.5549 -1.0970 3.9028 -0.052 0.250 0.089
H -2.9947 1.7252 3.9059 0.191 -0.027 -0.371
H -3.2817 2.2611 2.2268 0.129 -0.027 0.192
H -1.7926 2.7590 3.0804 -0.256 -0.142 0.014
H -2.3379 3.5612 -2.9206 0.385 -0.047 0.027
H -1.0914 2.3211 -3.2596 -0.127 0.257 0.064
H -0.6128 3.8827 -2.5360 -0.236 -0.234 -0.065
H -2.9102 4.5323 -0.5706 0.283 -0.226 0.082
H -1.2106 4.6890 -0.0451 -0.291 -0.129 0.034
H -2.4027 3.8580 1.0003 0.109 0.127 -0.303
H -3.9618 2.4756 -1.7906 0.026 -0.250 0.259
H -3.9339 1.7711 -0.1362 0.060 -0.037 -0.268
H -3.3701 0.7974 -1.5269 -0.262 0.218 0.005
C -2.2056 -2.6104 -2.7018 -0.174 0.408 0.265
C -1.3062 -2.6227 -3.7801 0.780 -0.086 -0.564
C -1.5819 -3.3379 -4.9471 0.433 0.518 0.597
C -2.7817 -4.0481 -5.0671 -0.108 0.009 0.285
C -3.7271 -3.9915 -4.0286 -0.075 0.443 0.579
C -3.4573 -3.2482 -2.8775 -0.477 -0.436 0.260
Se -1.7978 -1.8070 -0.9987 -1.131 -1.113 -1.716
H 0.0271 -0.7043 -2.2925 -0.498 -0.646 -0.184
H -0.3781 -2.0711 -3.6767 -0.092 -0.342 -0.275
H -0.8521 -3.3462 -5.7581 -0.229 0.026 0.256
H -2.9781 -4.6337 -5.9650 -0.007 0.147 0.233
H -4.6803 -4.5161 -4.1255 0.311 0.236 0.066
H -4.1825 -3.1363 -2.0718 -0.027 -0.356 -0.301
C 2.8049 -1.3945 -0.1848 0.925 -0.862 0.257
N 1.6532 -1.1986 0.7667 -0.417 0.121 -0.218
C 2.2438 -0.9047 2.1181 0.663 -0.392 0.651
N 3.1301 -1.9754 2.5738 -0.348 0.015 -0.609
C 4.2278 -2.1599 1.5947 -0.166 0.239 0.069
N 3.6988 -2.4815 0.2549 -0.864 0.299 0.102
C 2.9168 -3.7340 0.3648 0.024 0.164 0.004
N 1.8031 -3.6062 1.3321 -0.148 0.940 -0.171
C 0.9233 -2.5138 0.8997 0.760 -0.927 0.316
C 2.3797 -3.2399 2.6492 -0.053 0.037 -0.090
H 3.3922 -0.4631 -0.2263 -0.304 -0.269 -0.025
H 2.4184 -1.6557 -1.1838 0.045 0.146 0.252
H 1.4309 -0.7838 2.8470 0.153 -0.012 -0.249
H 2.8286 0.0205 2.0635 -0.255 -0.262 -0.125
H 4.8596 -2.9910 1.9377 -0.093 0.365 -0.143
H 4.8142 -1.2330 1.5331 -0.039 -0.280 0.070
H 2.5115 -3.9903 -0.6244 0.142 -0.056 0.253
H 3.5850 -4.5290 0.7241 -0.243 0.184 -0.272
H 0.1127 -2.3880 1.6393 0.173 -0.029 -0.186
H 0.4994 -2.7932 -0.0792 0.128 0.072 0.151
H 3.0673 -4.0407 2.9455 -0.262 0.193 0.094
H 1.5644 -3.1440 3.3780 0.228 -0.088 -0.077
```
Positions in Å, forces in eV/Å.

Computed properties:
net charge: +3
HOMO-LUMO gap (alpha / beta): 3.48 / 3.41 eV
energy relative to the best compared isomer or geometry (same formula, charge and spin): 50.80 kcal per mole
LUMO level (alpha / beta): -13.09 / -13.17 eV